# 1
A 2-piece molecular cluster, C2H10N4 overall in a non-equilibrium geometry. Source: the Open Molecules 2025 dataset; level of theory: ωB97M-V/def2-TZVPD.

Each line ends with the Löwdin charge.
CARTESIAN COORDINATES (ANGSTROEM)
C  -0.6664  -0.7256  -0.1357  0.01
C  2.1333  -0.6666  0.1106  0.01
N  -1.8448  -0.3778  -0.5579  -0.01
N  1.0675  0.2974  -0.2916  -0.02
N  -2.6014  0.3755  0.2544  0.13
N  1.2214  1.5279  0.0077  0.26
H  -0.4928  -0.6575  0.9116  0.13
H  -0.2273  -1.5359  -0.9045  0.20
H  2.9401  -0.2775  0.6761  0.10
H  1.8258  -1.5413  0.7246  0.13
H  2.4842  -1.1631  -0.7983  0.14
H  -2.3092  -0.5577  -1.5494  0.27
H  -3.3035  0.9862  0.0769  0.10
H  -2.4952  0.2202  1.2340  0.13
H  1.8278  1.9682  0.7177  0.20
H  0.4407  2.1277  -0.4764  0.23

Charge ... +2
Multiplicity ... 1
Electronic energy ... -300.37309 a.u.
Frontier orbital gap (spin up / spin down) ... 7.09 / 7.09 eV



# 2
One molecule with the formula C4H8O3. Source: the Open Molecules 2025 dataset; level of theory: ωB97M-V/def2-TZVPD.

Each line ends with the Löwdin charge.
CARTESIAN COORDINATES (ANGSTROEM)
C  1.4649  -1.1159  0.3188  -0.05
C  0.2407  -0.2806  0.5951  -0.44
O  0.2778  0.1728  1.9345  -0.03
C  0.1975  0.9534  -0.3646  -0.10
O  -0.6292  0.7413  -1.5107  -0.02
C  -1.8882  0.3881  -1.2780  -0.35
O  -2.4403  0.3485  -0.2063  0.07
H  2.3305  -0.4525  0.4165  0.09
H  1.3423  -1.6390  -0.6475  0.10
H  1.5567  -1.8850  1.0823  0.08
H  -0.6020  -0.9756  0.4964  0.14
H  -0.5827  0.5875  2.0947  0.10
H  1.1667  1.1672  -0.8317  0.13
H  -0.1110  1.8758  0.1461  0.14
H  -2.3236  0.1142  -2.2458  0.15

Multiplicity ... 1
Electronic energy ... -382.91912 a.u.
Frontier orbital gap ... 11.28 eV
Structure (SMILES) ... C[C@@H](O)COC=O



What did the second record say?
One molecule with the formula C4H8O3. Source: the Open Molecules 2025 dataset; level of theory: ωB97M-V/def2-TZVPD.

Each line ends with the Löwdin charge.
CARTESIAN COORDINATES (ANGSTROEM)
C  1.4649  -1.1159  0.3188  -0.05
C  0.2407  -0.2806  0.5951  -0.44
O  0.2778  0.1728  1.9345  -0.03
C  0.1975  0.9534  -0.3646  -0.10
O  -0.6292  0.7413  -1.5107  -0.02
C  -1.8882  0.3881  -1.2780  -0.35
O  -2.4403  0.3485  -0.2063  0.07
H  2.3305  -0.4525  0.4165  0.09
H  1.3423  -1.6390  -0.6475  0.10
H  1.5567  -1.8850  1.0823  0.08
H  -0.6020  -0.9756  0.4964  0.14
H  -0.5827  0.5875  2.0947  0.10
H  1.1667  1.1672  -0.8317  0.13
H  -0.1110  1.8758  0.1461  0.14
H  -2.3236  0.1142  -2.2458  0.15

Multiplicity ... 1
Electronic energy ... -382.91912 a.u.
Frontier orbital gap ... 11.28 eV
Structure (SMILES) ... C[C@@H](O)COC=O



Look up the electronic energy of the second one. -382.91912 a.u.